Entry 1:
C5H12CoO3 | ωB97M-V/def2-TZVPD

Multiplicity: 5
Total charge: +1
Energy above the lowest of the compared OMol25 structures with the same formula, charge and spin (eV): 0.000
⟨S²⟩: 6.016
Calculated total energy (a.u.): -1805.79658

CARTESIAN COORDINATES (ANGSTROEM)
O (-1.102, 1.902, 0.722)
C (-2.142, 0.994, 0.797)
C (-1.696, -0.437, 0.515)
O (-1.065, -0.439, -0.763)
C (-0.064, -1.365, -1.116)
C (1.141, -1.396, -0.200)
O (1.636, -0.070, -0.053)
C (2.858, 0.024, 0.664)
H (-2.944, 1.244, 0.069)
H (-2.613, 0.985, 1.800)
H (-2.552, -1.127, 0.473)
H (-0.995, -0.762, 1.300)
H (0.259, -1.049, -2.119)
H (-0.508, -2.369, -1.162)
H (1.925, -2.025, -0.647)
H (0.894, -1.796, 0.796)
H (3.018, 1.084, 0.891)
H (2.798, -0.558, 1.594)
H (3.680, -0.353, 0.040)
H (1.258, 2.577, -1.286)
Co (0.360, 1.469, -0.397)

Atomic partial charges in e from the natural (NBO) method, atoms 1 to 6: O -0.612; C -0.127; C -0.112; O -0.573; C -0.100; C -0.110


Entry 2:
C5H12FNOSi | ωB97M-V/def2-TZVPD

Multiplicity: 1
Total charge: 0
Calculated total energy (a.u.): -716.92298

CARTESIAN COORDINATES (ANGSTROEM)
C (-0.813, -2.584, -0.168)
C (0.354, -2.112, 0.631)
Si (2.101, -2.866, 0.263)
F (3.230, -2.054, 1.392)
H (-1.344, -3.573, 0.185)
H (-1.093, -1.971, -1.135)
H (0.154, -1.318, 1.488)
H (2.001, -4.313, 0.511)
H (2.571, -2.655, -1.105)
C (-0.389, 1.126, -1.432)
O (-1.015, 0.113, -1.715)
N (-0.567, 1.885, -0.295)
C (0.218, 3.073, -0.035)
C (-1.569, 1.483, 0.671)
H (0.397, 1.522, -2.096)
H (0.763, 2.938, 0.903)
H (-0.457, 3.930, 0.051)
H (0.932, 3.258, -0.842)
H (-1.334, 0.476, 1.031)
H (-2.547, 1.463, 0.182)
H (-1.593, 2.178, 1.515)

Atomic partial charges in e from the natural (NBO) method, atoms 1 to 6: C -0.316; C -0.772; Si 1.446; F -0.657; H 0.203; H 0.260


Entry 3:
C5H12INO2S | ωB97M-V/def2-TZVPD

Multiplicity: 1
Total charge: 0
Energy above the lowest of the compared OMol25 structures with the same formula, charge and spin (eV): 1.726
Calculated total energy (a.u.): -1098.69542

CARTESIAN COORDINATES (ANGSTROEM)
C (-2.456, -0.803, 0.007)
C (-0.426, -0.841, -1.556)
C (0.119, 2.193, -0.168)
C (-0.002, -2.707, 1.802)
C (-1.119, -0.813, -0.152)
N (1.255, 1.680, -0.735)
O (1.200, -0.367, 0.765)
O (-0.642, -0.220, 2.398)
S (-0.056, -0.916, 1.302)
I (2.724, 2.929, -1.375)
H (1.774, 1.189, -0.085)
H (-2.887, -0.726, -0.956)
H (-2.950, -0.940, 0.967)
H (-0.008, -1.792, -1.628)
H (-1.001, -0.490, -2.406)
H (0.334, -0.149, -1.401)
H (-0.777, 1.579, -0.472)
H (0.029, 2.205, 0.891)
H (-0.173, 3.233, -0.436)
H (0.997, -2.814, 2.392)
H (-0.925, -3.109, 2.289)
H (0.194, -3.222, 0.916)

Atomic partial charges in e from the natural (NBO) method, atoms 1 to 6: C -0.361; C -0.659; C -0.447; C -0.843; C -0.258; N -0.763


Entry 4:
C5H12N | ωB97M-V/def2-TZVPD

Multiplicity: 1
Total charge: -1
Energy above the lowest of the compared OMol25 structures with the same formula, charge and spin (eV): 2.469
Calculated total energy (a.u.): -252.31722

CARTESIAN COORDINATES (ANGSTROEM)
C (1.151, 0.648, -1.736)
C (0.036, 0.500, -0.498)
C (-1.435, 0.250, -1.174)
C (0.558, -0.692, 0.499)
C (-0.320, -0.859, 1.887)
N (0.496, -0.305, 3.074)
H (1.984, -0.175, -1.523)
H (0.694, 0.364, -2.787)
H (1.591, 1.736, -1.755)
H (0.037, 1.543, 0.060)
H (-2.154, -0.446, -0.553)
H (-1.357, -0.186, -2.282)
H (-1.939, 1.323, -1.313)
H (0.678, -1.738, -0.054)
H (1.658, -0.388, 0.849)
H (-1.316, -0.248, 1.827)
H (-0.518, -2.000, 2.176)
H (0.156, 0.672, 3.304)

Atomic partial charges in e from the natural (NBO) method, atoms 1 to 6: C -0.635; C -0.224; C -0.635; C -0.461; C -0.248; N -1.147


Entry 5:
C5H12N | ωB97M-V/def2-TZVPD

Multiplicity: 2
Total charge: 0
Energy above the lowest of the compared OMol25 structures with the same formula, charge and spin (eV): 2.931
⟨S²⟩: 0.750
Calculated total energy (a.u.): -252.27803

CARTESIAN COORDINATES (ANGSTROEM)
C (-1.471, -0.086, -1.139)
C (-0.884, 0.451, 0.097)
N (-0.382, -0.888, 0.907)
C (1.092, -0.581, 1.075)
C (1.506, 0.088, -0.186)
C (0.431, 1.245, -0.157)
H (-1.423, 0.592, -2.027)
H (-2.413, -0.500, -1.127)
H (-0.959, -0.891, -1.661)
H (-1.588, 0.815, 0.766)
H (-0.511, -1.647, 0.304)
H (-1.100, -0.992, 1.566)
H (0.976, 0.114, 1.986)
H (1.714, -1.430, 1.322)
H (2.561, 0.550, -0.187)
H (1.475, -0.632, -1.035)
H (0.368, 1.764, -1.041)
H (0.608, 2.029, 0.537)

Atomic partial charges in e from the natural (NBO) method, atoms 1 to 6: C -0.693; C -0.128; N -0.827; C -0.331; C -0.430; C -0.417


Entry 6:
C5H12N | ωB97M-V/def2-TZVPD

Multiplicity: 1
Total charge: +1
Energy above the lowest of the compared OMol25 structures with the same formula, charge and spin (eV): 2.503
Calculated total energy (a.u.): -252.13913

CARTESIAN COORDINATES (ANGSTROEM)
C (0.008, 1.639, 0.949)
C (-0.736, 0.749, 1.895)
C (-0.433, -0.539, 2.238)
H (0.086, 2.703, 1.371)
H (1.039, 1.220, 0.869)
H (-0.369, 1.739, -0.059)
H (-1.650, 1.180, 2.384)
H (-1.105, -1.142, 2.838)
H (0.546, -0.960, 2.052)
C (0.656, -0.289, -1.650)
C (0.513, -0.594, -2.937)
N (-0.058, -1.049, -0.645)
H (1.299, 0.415, -1.234)
H (0.911, 0.062, -3.684)
H (-0.016, -1.481, -3.263)
H (-0.339, -0.461, 0.140)
H (-0.858, -1.463, -1.086)
H (0.505, -1.730, -0.178)

Atomic partial charges in e from the natural (NBO) method, atoms 1 to 6: C -0.697; C -0.154; C -0.464; H 0.274; H 0.203; H 0.228


What is the formula in the fifth record?
C5H12N